1.
Below is a molecular structure, C28H38N4OP2Zn, with properties calculated with ωB97M-V/def2-TZVPD.

Each line ends with the Mulliken charge.
Geometry (Å):
C1 -2.926 -1.652 -4.699  1.802
H1 2.243 3.069 -0.094  0.265
Zn1 -0.560 -1.752 -3.471  -0.940
N1 0.730 0.936 -3.138  0.304
H2 1.001 2.346 -4.739  0.297
C2 1.535 -0.900 -4.299  -1.079
H3 -5.792 -0.975 -1.189  0.375
H4 -6.856 -3.384 -2.019  0.418
C3 -5.307 -1.867 -1.578  -0.588
C4 -3.561 -3.116 -2.231  -0.198
P1 -0.047 2.051 -2.058  0.334
H5 -0.192 -0.615 -6.597  0.325
C5 -4.209 0.250 -5.668  -1.444
C6 -1.749 2.261 -2.461  -1.028
H6 0.473 4.174 -3.820  0.366
H7 -2.145 2.949 -1.697  0.526
C7 -4.927 1.491 1.328  -0.828
H8 -1.251 -2.987 -0.948  0.251
N2 -3.919 -1.854 -1.752  0.587
P2 -2.663 -0.354 -1.269  0.377
C8 1.126 4.280 -2.959  -0.310
C9 2.034 3.698 -0.965  -0.344
C10 -4.689 -3.932 -2.322  -0.981
H9 3.365 5.463 -0.829  0.420
C11 1.083 1.307 -4.420  -0.250
H10 1.944 -1.869 -4.535  0.740
N3 -3.578 0.312 -0.039  0.901
N4 1.067 3.319 -1.938  0.621
H11 -3.713 1.277 -2.488  0.923
H12 -1.823 2.759 -3.436  0.347
H13 -2.525 -3.350 -2.447  0.102
H14 -3.175 2.096 -5.154  0.157
C12 -2.646 0.974 -2.511  1.593
H15 2.376 6.057 -3.272  0.433
H16 -3.214 -1.393 1.258  0.411
H17 -2.294 -1.856 -3.786  -1.016
H18 -3.209 1.773 -6.820  0.486
C13 -2.616 -2.410 -5.919  -1.071
H19 1.428 -0.782 -2.111  0.627
H20 1.323 1.614 0.748  0.288
O1 -0.214 1.312 -0.674  -0.298
H21 1.812 0.232 -6.187  0.572
H22 -4.682 -5.003 -2.514  0.440
H23 -1.632 -1.977 -7.872  0.520
H24 -1.805 -3.120 -5.736  0.305
C14 -2.132 -1.429 -7.049  -0.843
C15 -4.562 0.265 1.988  -0.630
C16 1.545 0.214 -5.134  -1.145
C17 -5.810 -3.111 -1.969  -0.718
C18 2.622 4.880 -1.375  -0.536
H25 -3.040 -1.008 -7.511  0.244
C19 -4.328 1.484 0.081  -0.351
H26 -0.800 -1.283 -0.675  0.090
H27 -0.937 1.403 -5.415  0.223
H28 0.768 -0.068 0.459  0.314
H29 -4.894 -0.068 2.965  0.436
C20 -1.670 0.705 -5.801  0.021
H30 -4.374 -0.229 -6.637  0.349
H31 0.413 -2.377 -1.157  0.569
H32 -5.149 0.766 -5.428  0.512
C21 -3.054 1.263 -5.859  -0.542
C22 -0.644 -2.152 -1.353  -1.107
H33 -3.507 -2.989 -6.244  0.326
H34 -4.528 -0.724 -3.696  0.333
H35 -2.494 0.491 -3.491  -2.680
C23 0.925 -0.508 -3.046  0.275
H36 -5.545 2.265 1.722  0.492
H37 -4.346 2.198 -0.726  0.438
C24 1.009 0.890 -0.021  -1.237
C25 -3.730 -0.439 1.150  -0.664
C26 -1.241 -0.417 -6.412  -0.221
C27 2.073 5.219 -2.650  -0.731
C28 -3.916 -0.761 -4.612  0.366
H38 1.789 0.761 -0.796  0.676

* highest occupied orbital energy (spin up / spin down): -0.1632 / -0.1681 hartree
* frontier orbital gap (spin up / spin down): 4.6 / 4.7 eV
* 2S+1: 1
* LUMO level (spin up / spin down): 0.125 / 0.115 eV

---

2.
Below is a molecular structure, C28H38N4OP2Zr, with properties calculated with ωB97M-V/def2-TZVPD.

Each line ends with the Mulliken charge.
Geometry (Å):
H1 0.323 -5.353 2.784  0.479
C1 -3.568 0.773 1.306  -0.331
H2 1.573 1.535 -7.015  0.441
C2 -1.452 1.429 -0.746  -0.604
H3 0.875 -0.724 0.720  -2.205
C3 1.081 0.590 -5.065  -0.267
H4 2.461 -5.957 2.064  0.494
H5 1.760 3.118 3.386  0.578
H6 -2.345 2.043 -0.949  0.267
H7 1.411 -2.072 -1.050  0.073
H8 3.245 -1.496 3.136  0.240
C4 -2.674 5.314 1.021  -0.729
C5 -2.612 3.963 0.687  -0.272
C6 -1.474 5.630 1.728  -0.724
P1 -0.876 1.679 0.965  0.592
C7 1.026 -3.355 2.766  -0.693
P2 0.806 0.377 -2.073  0.327
C8 1.093 2.242 3.208  -1.645
H9 -1.410 0.731 3.776  0.347
H10 -2.436 -3.233 -3.500  0.480
N1 -2.281 0.949 1.818  0.664
H11 -1.399 0.931 -4.152  0.497
C9 -0.698 4.480 1.769  -0.336
H12 0.061 2.611 3.385  0.574
C10 0.663 -2.161 2.301  -0.682
N2 1.407 0.909 -3.738  0.347
H13 -1.214 6.576 2.175  0.459
C11 -1.947 -2.270 -3.450  -0.762
H14 3.070 3.213 -5.465  0.440
H15 0.636 -3.552 -0.441  0.551
H16 3.972 -4.733 0.874  0.415
H17 0.294 2.637 -1.498  0.819
H18 4.410 -0.176 2.756  0.428
H19 -0.057 -4.455 1.298  0.342
N3 -1.397 3.451 1.135  0.778
H20 -5.467 0.123 2.236  0.462
H21 0.260 4.301 2.232  0.388
H22 -3.206 -0.929 -4.759  0.514
Zr1 1.603 1.490 1.206  1.123
H23 3.478 -2.521 -0.108  0.767
H24 1.394 -3.484 3.791  0.466
H25 0.436 -1.307 2.957  0.478
C12 2.462 2.390 -5.119  -0.557
C13 -4.407 0.336 2.330  -0.751
C14 2.672 -3.226 0.165  -0.792
C15 1.689 1.502 -5.936  -0.688
H26 -3.946 -0.067 4.497  0.458
O1 2.572 -0.022 1.863  -0.515
H27 4.028 -1.452 1.572  0.267
C16 3.612 -0.816 2.359  -0.675
C17 -0.359 1.786 -1.790  -1.751
H28 -1.755 0.370 -0.841  0.732
C18 -2.362 -1.070 -4.107  -0.891
H29 2.687 2.420 -2.883  0.224
C19 2.939 -4.393 0.754  -0.909
H30 -3.321 3.331 0.173  0.332
H31 1.534 -6.024 0.604  0.322
C20 0.530 -1.812 0.860  2.752
H32 1.292 1.509 4.019  0.300
H33 -3.489 5.979 0.790  0.466
N4 -0.457 -0.624 -2.948  0.564
C21 2.274 2.011 -3.793  -0.391
C22 -3.610 0.244 3.516  -0.750
H34 0.439 -0.242 -5.324  0.466
C23 1.277 -2.701 -0.152  -0.785
H35 -0.544 -1.822 0.577  0.545
C24 0.727 -4.636 2.045  -0.838
C25 1.928 -5.317 1.350  -0.782
H36 -0.113 -2.631 -2.221  0.595
H37 -0.827 2.105 -2.735  0.512
H38 -3.770 0.976 0.265  0.473
C26 -0.778 -1.975 -2.759  -0.623
C27 -2.309 0.637 3.184  -0.404
C28 -1.439 -0.084 -3.790  -0.489

* highest occupied orbital energy: -0.4771 hartree
* frontier orbital gap: 3.8 eV
* charge: +2
* 2S+1: 1
* LUMO level: -9.139 eV

---

3.
Below is a molecular structure, C28H38N6O11PSSc, with properties calculated with ωB97M-V/def2-TZVPD.

Each line ends with the Mulliken charge.
Geometry (Å):
C1 -5.085 0.388 -2.945  -0.142
C2 -3.816 1.325 1.141  -0.652
H1 4.723 2.308 -1.139  0.472
H2 -1.671 0.203 2.905  0.298
C3 2.362 -6.348 2.294  -0.775
H3 -5.228 -1.829 -0.750  0.350
H4 -4.226 2.131 0.539  0.296
H5 2.696 -0.715 4.479  0.211
C4 0.852 -5.078 4.112  0.021
O1 -2.836 -0.473 -3.045  0.601
H6 2.246 -1.111 2.212  0.761
Sc1 0.129 -0.076 0.169  0.244
H7 0.126 1.897 2.588  0.481
H8 -0.833 -1.644 5.027  -0.069
N1 1.465 -6.180 4.515  -0.499
H9 -4.438 1.152 2.015  0.344
C5 1.710 -1.145 4.311  -1.143
C6 2.756 1.645 -0.579  0.696
H10 1.175 3.098 -0.348  0.033
H11 -1.815 0.893 -4.246  0.371
C7 -2.239 -0.102 -4.358  -0.837
C8 4.150 1.391 -1.031  -1.300
H12 -1.124 -0.102 -2.013  0.368
C9 -4.231 -0.670 -3.008  -0.630
C10 -2.192 0.144 -1.863  -0.172
H13 -2.797 1.579 1.437  0.106
H14 1.929 1.500 4.795  0.373
H15 2.720 -7.699 3.940  0.452
H16 -1.247 -1.529 2.829  0.505
C11 2.530 -3.506 0.294  -0.416
H17 -5.556 2.442 -2.889  0.402
C12 0.943 1.170 4.475  -0.981
H18 3.571 -3.635 0.560  0.514
C13 0.254 -4.222 0.269  -1.001
S1 -0.288 -4.176 5.205  1.438
H19 1.793 1.327 2.475  0.475
H20 1.608 -2.106 4.824  0.508
H21 -4.586 -3.479 -0.975  0.359
N2 -4.566 -2.040 -3.173  1.131
N3 0.830 -2.067 -0.592  -0.145
O2 -3.841 0.116 0.353  -0.345
O3 -3.657 -2.829 -3.398  -0.647
H22 -6.128 0.122 -3.078  0.561
H23 -1.086 -2.878 -0.698  0.734
C14 1.351 -1.242 2.822  0.392
H24 2.940 -6.898 1.566  0.509
C15 -4.757 1.731 -2.743  -0.946
H25 4.650 0.700 -0.352  0.329
C16 1.553 -4.384 0.752  0.744
O4 -5.749 -2.321 -3.131  -0.602
O5 -3.153 -2.094 -0.542  -0.307
O6 -1.229 3.570 -1.054  -0.639
C17 -3.547 2.247 -2.271  -0.392
H26 -1.328 0.066 5.239  0.429
C18 2.218 3.021 -0.640  -1.065
C19 1.698 -5.179 2.005  0.281
C20 2.126 -2.353 -0.349  -0.534
N4 0.963 -4.536 2.911  -0.018
O7 -0.666 1.559 -0.247  -0.010
H27 -4.701 -2.784 0.669  0.329
H28 -1.505 -0.869 -4.581  0.265
H29 0.192 1.811 4.930  0.324
C21 -2.390 1.620 -1.841  0.124
H30 0.911 -2.222 2.617  -0.675
H31 2.851 3.658 -0.014  0.400
C22 -4.527 -2.572 -0.382  -0.988
C23 -0.690 -0.619 4.684  -0.879
H32 0.865 -0.285 5.975  0.329
C24 -0.920 -0.543 3.163  -0.567
O8 0.593 -3.193 5.858  -0.791
H33 -3.052 -0.105 -5.074  0.378
N5 0.725 -0.218 4.965  0.086
C25 0.823 1.133 2.933  -0.754
P1 -2.587 -0.661 -0.212  1.155
C26 -0.066 -3.060 -0.387  -0.362
O9 -1.175 -3.511 4.244  -0.719
H34 4.097 0.902 -2.010  0.315
N6 0.351 -0.197 2.456  1.834
C27 -1.412 2.386 -1.082  0.020
C28 2.217 -6.797 3.611  -0.297
O10 -0.886 -5.152 6.054  -0.668
O11 2.078 0.680 -0.170  -0.271
H35 2.356 3.404 -1.656  0.417
H36 -3.513 3.327 -2.152  0.486
H37 2.842 -1.587 -0.610  0.493
H38 -0.525 -4.928 0.522  0.493

* highest occupied orbital energy: -0.4602 hartree
* frontier orbital gap: 6.0 eV
* charge: +2
* 2S+1: 1
* LUMO level: -6.525 eV

---

Across the entries above, electronic energy takes the values -3845.59058; -2112.96315; -3745.57460 a.u., respectively.